No. 1
Here is 3 unconnected molecules or ions with the total composition C13H17F16O7P at a distorted geometry from OMol25. Energies are from the ωB97M-V functional and the def2-TZVPD basis.

XYZ file:
```
54
C13H17F16O7P the ωB97M-V functional and the def2-TZVPD basis
F -5.7506 -4.1780 -1.3554
H -4.3741 -4.2806 -2.7928
O 4.2649 5.5066 2.5348
F 3.9327 2.0211 -1.3579
O 2.7548 -1.3929 -0.8491
C -6.1783 -2.2874 1.1578
O -3.9049 -1.8833 0.2967
H 5.3049 1.4540 3.1592
F -0.7369 -0.1785 -3.5726
P 3.6770 4.2725 1.4482
C -0.0449 3.3190 2.6885
H 2.0759 3.8508 3.6036
F 4.8320 -0.6370 -1.0711
H -0.0400 2.2351 0.9282
C -5.2884 -1.5780 0.1299
F 1.3337 0.4155 -3.3213
O 4.3994 2.7008 1.6694
O 1.9089 4.2247 1.4053
F -7.4896 -1.9875 0.9609
O 4.1145 4.7501 -0.0283
C 0.5195 -0.6628 -3.3771
F -2.2241 -4.5636 -1.3067
H 2.5173 -2.3606 -2.7022
H 0.9898 5.3409 3.0390
H 4.8689 6.1205 1.9858
F 0.1503 -0.7900 -1.0252
C 5.1726 2.6103 2.9176
C 1.3510 4.2367 2.7699
H -5.9072 -2.0005 2.1773
C -3.2834 -2.5360 -0.8125
F -6.0718 -3.6376 1.0593
F -5.6538 -1.8327 -1.1492
C -4.5261 -4.5900 -1.7548
F -5.3889 -0.2302 0.2857
C -3.4168 -4.0663 -0.8513
H -2.2145 -2.3209 -0.6882
H -0.4540 3.0141 3.7418
H 6.2323 3.1122 2.8815
O 0.3379 2.1346 1.8540
C 3.1733 1.0353 -0.8103
F 3.4781 -0.3711 -2.7425
F -4.5586 -5.9501 -1.7328
H -0.8292 3.9284 2.0359
F -3.5486 -4.5359 0.4191
C 1.9559 -2.1066 -1.7951
H 3.3116 1.0541 0.2740
H 1.7663 -3.0741 -1.3131
F 1.8795 1.3526 -1.0741
C 3.5444 -0.3350 -1.3901
C 0.5791 -1.4987 -2.1048
F -0.3013 -2.5402 -2.2360
H -3.5456 -2.0666 -1.7682
H 0.7846 -1.2562 -4.2567
H 4.5205 3.0390 3.8162
```

For the total energy, the calculation gives -2971.39101 hartree. The net charge is 0. As for the SMILES: FC(F)C(F)(F)COC(F)(F)C(F)F.FC(F)C(F)(F)COC(F)(F)C(F)F.CO[P@](=O)(O)OCCO. Its molar mass is 620.2 g/mol. The calculation puts the LUMO energy at -0.37 eV. The HOMO energy comes out at -0.3709 Eh. The calculation puts the strongest force on any atom at 8.0 eV Å⁻¹.

=====

No. 2
Here is C5H10N2 in the gas phase at a distorted geometry from OMol25. Energies are from the ωB97M-V functional and the def2-TZVPD basis.

XYZ file:
```
17
C5H10N2 the ωB97M-V functional and the def2-TZVPD basis
H -2.2981 0.0458 -0.6229
N -0.2367 2.2544 -0.6918
C 0.6503 -2.1488 0.5679
H 1.7240 -0.9891 -0.8057
C 0.7440 -1.2680 -0.4389
H 0.1649 3.1118 -0.3396
H -0.1671 2.1784 -1.6967
C 0.5598 1.0402 1.2572
H 1.4468 -2.8547 0.7450
H 0.7342 -0.0177 1.6376
H -0.3028 -0.0637 -1.8356
C -0.3021 -0.2757 -0.7598
N -1.6366 -0.6853 -0.3838
H -1.7016 -0.8060 0.6216
C 0.1026 1.1227 0.0255
H 0.8313 1.8887 1.8606
H -0.3129 -2.5329 0.8597
```

Its energy above the lowest of the compared OMol25 structures with the same formula, charge and spin is 1.662 eV. For the total energy, the calculation gives -305.96279 hartree. The net charge is 0. As for the SMILES: C=C[C@@H](N)C(=C)N. Its molar mass is 98.1 g/mol. The calculation puts the LUMO energy at 1.00 eV. The HOMO energy comes out at -0.3036 Eh. The calculation puts the strongest force on any atom at 2.7 eV Å⁻¹.

=====

No. 3
Here is C6H10 in the gas phase from OMol25. Energies are from the ωB97M-V functional and the def2-TZVPD basis.

XYZ file:
```
16
C6H10 the ωB97M-V functional and the def2-TZVPD basis
H -0.5337 1.1104 -2.8481
C 1.0593 0.0164 -1.8467
H -1.0395 1.3384 2.0599
H 0.5740 0.9902 2.6546
H -1.1067 -0.5541 3.6875
H -1.5692 -1.1409 2.0758
C -0.2430 0.5847 2.0446
H 0.0533 -1.4634 2.7004
H 0.2917 -0.0772 -3.8766
C 0.2255 0.4021 0.6647
C -0.7492 -0.7212 2.6661
C 0.6077 0.2188 -0.4648
H 1.8298 0.7609 -2.0808
C -0.0811 0.1145 -2.8652
H 1.5455 -0.9634 -1.9285
H -0.8645 -0.6162 -2.6429
```

Its energy above the lowest of the compared OMol25 structures with the same formula, charge and spin is 1.230 eV. For the total energy, the calculation gives -234.55732 hartree. The net charge is 0. As for the SMILES: CCC#CCC. Its molar mass is 82.1 g/mol. The calculation puts the LUMO energy at 1.09 eV. The HOMO energy comes out at -0.3441 Eh. The calculation puts the strongest force on any atom at 0.5 eV Å⁻¹.

=====

No. 4
Here is 2 unconnected molecules or ions with the total composition C35H29BF6O3S at a distorted geometry from OMol25. Energies are from the ωB97M-V functional and the def2-TZVPD basis.

XYZ file:
```
75
C35H29BF6O3S the ωB97M-V functional and the def2-TZVPD basis
H 1.9140 -3.4450 4.4151
S -3.8963 2.1757 -2.6144
C 1.3687 0.4189 -3.1365
H 3.2033 3.5984 -1.1167
C 4.1835 1.8335 -0.3627
H 1.7727 -4.7785 8.5348
F 2.3071 4.3229 -4.0519
H -3.1762 -0.8788 1.1941
H -4.3035 -0.3908 -5.1233
C 1.2712 -4.5892 7.5838
H 6.3204 1.5989 -0.5063
H -6.0041 1.4522 -5.6196
C 1.9998 -4.1041 6.4945
C -0.6041 1.1527 -1.9907
C 0.2361 0.5008 0.5433
H -1.7557 -1.5256 4.2028
H -1.8063 -4.7975 6.0971
C 3.0657 2.6466 -0.6008
C -0.9216 -0.5649 2.4604
H 1.0062 -3.8917 1.8800
H -6.5436 2.3381 -4.1743
H -1.4112 0.3933 2.6571
C 2.3391 -0.6967 -3.3869
C -0.7409 -4.6117 6.2346
H -0.6822 -5.1824 8.3066
H -3.1173 1.4091 1.6812
C -0.0008 -4.1087 5.1549
H -0.4983 1.3045 0.5500
C -0.1029 -4.8249 7.4548
H 2.4687 1.9152 -4.2373
H -1.0949 3.2314 -2.2152
O -2.3698 1.8799 -0.1876
H -4.2178 -0.5914 -0.2537
C -1.0825 -1.6141 3.3487
C 0.7488 2.7224 -3.2133
F 1.0021 4.9225 -2.3803
C 2.7311 0.2076 0.6961
H 5.7704 3.2885 -0.5718
C 0.6165 -1.8973 1.1469
C -3.3077 -0.2756 0.2850
F 3.5627 -0.2402 -3.7909
C -3.3619 1.2315 0.6211
C -2.7592 0.8922 -2.4354
C -3.9930 0.2402 -4.2947
C -2.9509 -0.0922 -3.3646
H 0.0530 -0.8954 -2.0554
F 1.9002 -1.5916 -4.3213
C -0.0452 -0.6612 1.3484
C 1.6044 1.7042 -3.6170
H -5.3370 3.0609 -5.2658
H 4.8587 -0.0014 0.5495
B -1.8737 0.8454 -1.0531
F 0.1697 4.7175 -4.4086
C -0.3844 -2.8081 3.1370
H 3.0723 -3.9186 6.5791
C 1.3656 -3.8422 5.2728
C 1.5736 0.9533 0.3461
O -0.6850 -3.9085 3.9591
H 5.5372 2.2383 -1.9688
H 2.6279 -0.6964 1.2936
C 3.9962 0.6208 0.3162
C 1.0547 4.1609 -3.5276
C 5.5250 2.2598 -0.8689
C 1.8131 2.2554 -0.1910
C 0.2425 0.1306 -2.3738
H -2.3700 -1.0081 -3.4101
F 2.5491 -1.4121 -2.2244
H 0.9636 2.9364 -0.2796
C -0.3811 2.4415 -2.4475
H -4.3444 1.6697 0.3909
C 0.4643 -2.9537 2.0320
C -5.6796 2.1185 -4.8153
C -4.5944 1.4597 -4.0498
O -2.1621 -0.4615 -0.5596
H 1.3003 -1.9897 0.2989
```

Its energy above the lowest of the compared OMol25 structures with the same formula, charge and spin is 2.906 eV. For the total energy, the calculation gives -2599.05548 hartree. The net charge is 0. Its molar mass is 654.5 g/mol. The calculation puts the LUMO energy at -2.80 eV. The HOMO energy comes out at -0.2510 Eh. The calculation puts the strongest force on any atom at 4.1 eV Å⁻¹.

=====

No. 5
Here is C3H7N5 in the gas phase at a distorted geometry from OMol25. Energies are from the ωB97M-V functional and the def2-TZVPD basis.

XYZ file:
```
15
C3H7N5 the ωB97M-V functional and the def2-TZVPD basis
N -0.2444 1.3608 0.1107
N 0.0466 -0.7649 -1.9013
C 0.5264 -0.7759 -0.7310
H -2.3437 1.7258 0.1978
H -1.7889 0.1367 -0.5986
N 1.0312 -0.1052 1.3976
H -1.7604 0.3302 1.1732
C 1.0765 -1.8253 0.1351
H -0.1111 0.2356 -2.2035
H 1.3205 -2.8126 -0.1981
H -0.0796 2.0951 -0.6546
C -1.6169 0.9055 0.1911
H 1.7430 0.5103 1.7403
N 1.5434 -1.3842 1.2754
N 0.6574 0.3680 0.0657
```

Its energy above the lowest of the compared OMol25 structures with the same formula, charge and spin is 3.295 eV. For the total energy, the calculation gives -392.17795 hartree. The net charge is 0. As for the SMILES: [H]/N=c1/cn[nH]n1NC. Its molar mass is 113.1 g/mol. The calculation puts the LUMO energy at 0.53 eV. The HOMO energy comes out at -0.3181 Eh. The calculation puts the strongest force on any atom at 3.5 eV Å⁻¹.

=====

No. 6
Here is C3H6N2O2 in the gas phase from OMol25. Energies are from the ωB97M-V functional and the def2-TZVPD basis.

XYZ file:
```
13
C3H6N2O2 the ωB97M-V functional and the def2-TZVPD basis
H -0.2085 -1.4223 2.0816
O -0.1127 0.7902 0.8171
C 1.0919 1.0149 0.2167
H 1.6524 1.7422 0.8020
H 1.9930 1.5883 -1.4847
N -1.5553 -0.1142 -0.7535
N 1.1983 1.0054 -1.2080
O 1.7954 -0.0290 -0.3329
H -1.3398 -2.3206 0.8987
C -0.7889 -1.4269 1.1682
C -0.8172 -0.3391 0.4030
H -1.8454 -0.9737 -1.2017
H -1.0633 0.4848 -1.4066
```

Its energy above the lowest of the compared OMol25 structures with the same formula, charge and spin is 4.487 eV. For the total energy, the calculation gives -377.79443 hartree. The net charge is 0. As for the SMILES: C=C(N)O[C@@H]1NO1. Its molar mass is 102.1 g/mol. The calculation puts the LUMO energy at 0.88 eV. The HOMO energy comes out at -0.3090 Eh. The calculation puts the strongest force on any atom at 0.3 eV Å⁻¹.